The following is a DFT calculation (ωB97M-V with the def2-TZVPD basis set) of 17 unconnected molecules or ions with the total composition C84H91N11O28.

XYZ file:
```
214
Properties=species:S:1:pos:R:3:forces:R:3
C -3.74680 2.93670 -1.65757 -0.43 -0.29 0.05
C -5.07241 3.42051 -1.66534 0.05 1.17 -1.33
C -5.56889 4.03167 -0.50996 0.08 0.46 -1.60
C -4.81321 3.95529 0.64069 0.25 -0.95 -0.28
C -3.58437 3.31549 0.68990 0.61 0.37 -1.38
C -2.94202 2.94914 -0.50100 -1.49 -0.31 -0.62
N -5.35449 4.44609 1.87028 -0.85 0.46 2.24
O -6.49027 4.96281 1.81749 2.03 -0.72 0.58
O -4.67242 4.29380 2.91379 -1.68 0.67 -1.93
H -3.37008 2.47437 -2.56355 0.14 0.30 0.04
H -5.63922 3.60028 -2.67767 1.14 -0.81 2.15
H -6.41153 4.70328 -0.65165 -0.15 -0.46 0.65
H -3.12364 3.16726 1.62050 0.68 -0.02 1.03
H -1.91142 2.60168 -0.59733 -0.41 -0.01 0.56
C 5.72205 -4.63409 -5.29068 -1.08 -2.00 0.03
C 6.06878 -4.97459 -3.97176 1.41 1.03 0.16
C 6.69684 -3.95672 -3.21449 -1.06 -0.06 -1.72
C 6.83531 -2.71079 -3.80169 -0.32 0.47 0.58
C 6.30289 -2.36154 -5.01740 0.23 1.89 -1.99
C 5.78008 -3.36465 -5.82638 -0.12 -0.02 0.63
N 7.41635 -1.59836 -2.99853 -0.95 0.53 -1.44
O 7.18068 -0.46420 -3.44447 0.75 -0.92 1.32
O 8.04870 -1.87714 -2.01044 0.15 0.38 0.11
H 5.23578 -5.40240 -5.92760 0.49 0.41 0.56
H 6.02611 -5.99057 -3.55194 -0.36 0.58 -0.40
H 6.91264 -3.97238 -2.19139 0.68 -0.77 1.25
H 6.36431 -1.26719 -5.36660 -0.12 -2.02 0.62
H 5.30814 -3.25055 -6.80107 0.41 0.53 0.23
C 4.78363 6.62769 3.61551 -1.24 -0.15 1.26
C 5.81272 5.96966 2.93790 0.59 0.89 0.02
C 5.83370 4.61799 2.76931 -1.61 -0.71 1.04
C 4.74022 3.96612 3.37925 2.53 -1.36 -1.86
C 3.76624 4.55816 4.04951 -2.80 1.01 1.32
C 3.69470 5.92606 4.22680 3.19 0.55 -1.90
N 4.68926 2.50463 3.27205 1.58 -1.15 -0.54
O 5.73683 1.92355 3.00543 0.18 0.59 -0.08
O 3.67509 1.87715 3.42750 -1.52 0.29 0.40
H 4.85720 7.70199 3.75289 -0.04 -0.07 -0.13
H 6.68572 6.52252 2.60871 -0.27 0.24 -0.19
H 6.59199 4.06639 2.25749 0.32 -0.12 -0.12
H 2.94943 3.96993 4.40048 -0.37 -0.49 0.36
H 2.91910 6.39221 4.77165 -0.63 0.38 0.30
C -2.87587 1.17604 -6.73442 0.06 -0.53 -0.70
C -4.12959 1.28149 -7.37318 1.38 -0.79 0.71
C -4.78927 0.12975 -7.77331 -1.42 0.47 -0.45
C -4.21857 -1.07837 -7.53730 2.21 -1.02 0.57
C -2.89083 -1.21058 -7.01630 -1.95 0.70 -0.98
C -2.20233 -0.06931 -6.66737 0.02 0.60 1.55
N -4.98198 -2.31106 -7.85283 1.32 0.29 0.83
O -5.93738 -2.16805 -8.55329 -1.16 -0.29 -0.74
O -4.58835 -3.36620 -7.37651 -0.13 0.30 -0.17
H -2.35634 2.02393 -6.30577 -0.27 0.19 -0.24
H -4.60516 2.21106 -7.54714 -0.23 0.87 0.10
H -5.80490 0.15458 -8.21989 0.89 0.09 0.37
H -2.50678 -2.18930 -6.95678 0.56 -0.92 0.27
H -1.22366 -0.12932 -6.09549 -1.18 0.04 -1.09
C 1.49311 0.51873 6.55105 0.11 -0.07 0.87
C 1.69065 -0.79589 6.18398 -1.09 0.19 0.04
C 0.69797 -1.74833 6.24806 0.39 0.05 -0.32
C -0.54235 -1.31806 6.63115 -0.25 0.62 0.14
C -0.78754 -0.01644 7.05622 0.17 1.00 0.46
C 0.28568 0.92802 7.07993 -1.20 -0.85 -0.16
N -1.60834 -2.31957 6.68696 -0.17 0.08 1.50
O -1.31016 -3.44196 7.00242 0.98 -1.08 -0.34
O -2.75055 -1.96092 6.61458 -1.12 0.97 -0.72
H 2.37008 1.14197 6.55646 -0.01 0.48 -0.15
H 2.61259 -1.01388 5.77632 1.92 -0.83 -0.65
H 0.85456 -2.78295 5.98451 0.05 -0.02 -0.08
H -1.78406 0.25447 7.44186 0.62 -0.20 -0.32
H 0.17643 1.93619 7.49509 -0.20 -0.51 -0.24
C 4.78003 -2.10519 3.44623 -0.85 -1.89 0.99
C 3.60693 -1.68668 2.81687 1.59 -0.21 0.85
C 2.61868 -2.61239 2.69788 -2.25 -0.16 -0.79
C 2.77824 -3.85146 3.27241 -1.46 -0.74 -0.05
C 3.87793 -4.30191 3.95935 0.64 0.35 -0.29
C 4.92436 -3.41292 4.02344 -0.15 2.01 -0.82
N 1.58466 -4.74025 3.21992 0.04 -1.76 -0.23
O 0.53705 -4.31417 2.77060 0.61 -0.07 0.27
O 1.74553 -5.91143 3.59746 -0.20 1.48 -0.25
H 5.52115 -1.39786 3.65039 1.23 0.97 0.03
H 3.51353 -0.64833 2.57766 -0.16 0.30 -0.51
H 1.63046 -2.42276 2.20188 1.12 -0.06 0.62
H 3.97173 -5.27779 4.39154 -0.36 -0.27 0.07
H 5.82177 -3.66223 4.55818 0.27 -0.04 0.05
C -2.80492 -1.94008 -1.64329 -0.29 0.79 -0.14
C -3.61459 -0.82474 -1.35648 2.23 -0.82 1.25
C -4.43620 -0.34967 -2.31665 -1.57 1.68 0.46
C -4.60652 -0.99190 -3.51421 0.21 -1.98 -0.35
C -3.83112 -2.10668 -3.84990 0.61 1.46 3.59
C -2.86058 -2.53211 -2.87397 -1.52 0.73 -1.60
N -5.76249 -0.60038 -4.33855 0.29 2.06 -1.53
O -6.25896 0.51709 -4.12046 0.29 -1.48 0.22
O -6.05880 -1.27035 -5.31517 0.06 -0.21 1.05
H -2.10032 -2.28501 -0.91117 0.24 -0.15 0.24
H -3.38592 -0.36258 -0.37813 -0.80 0.11 -0.70
H -5.06389 0.51944 -2.13863 0.14 -0.11 0.08
H -4.04986 -2.66939 -4.67127 -0.28 -1.27 -2.34
H -2.18444 -3.30847 -3.12192 0.40 -0.78 -0.21
C 1.08964 0.85894 -3.54064 0.38 0.42 -0.11
C 1.63469 1.24282 -4.75317 0.55 1.55 -1.04
C 2.21121 0.37332 -5.66987 -1.32 0.37 0.79
C 2.12666 -0.96149 -5.35005 0.67 -1.32 -0.05
C 1.63719 -1.47225 -4.15746 -1.05 2.98 -0.03
C 1.11361 -0.49551 -3.26518 0.45 -1.14 0.17
N 2.71539 -1.89846 -6.32699 0.13 -0.50 0.01
O 2.78266 -3.08635 -6.06064 -0.31 0.44 0.14
O 3.14178 -1.40858 -7.35076 0.18 -0.04 -0.41
H 0.78723 1.68838 -2.87017 -0.04 -1.18 -0.26
H 1.70849 2.31316 -5.02255 -0.31 -0.58 0.35
H 2.54326 0.73825 -6.62353 0.35 -0.17 -0.07
H 1.43465 -2.48250 -3.94263 0.42 -1.15 0.05
H 0.81042 -0.88624 -2.31027 -0.48 0.07 0.29
C -0.17811 7.23586 -1.92875 0.73 -1.76 -0.37
C -1.14058 7.52236 -2.84834 -2.22 -0.63 -1.56
C -1.67480 6.51798 -3.69387 -0.29 0.40 -0.23
C -1.22997 5.23069 -3.58953 1.48 -0.60 2.28
C -0.25135 4.90198 -2.64185 1.12 0.33 0.27
C 0.33895 5.93053 -1.86706 -1.50 -0.94 -1.20
N -1.67734 4.12747 -4.40228 -0.15 0.48 -1.56
O -1.98328 4.45400 -5.54622 -0.29 -0.63 0.40
O -1.64270 2.98561 -3.98159 -0.01 0.37 -0.09
H 0.24044 7.93739 -1.27663 0.37 1.23 0.75
H -1.69712 8.44362 -2.98161 0.67 0.39 0.47
H -2.47110 6.70242 -4.41777 0.31 0.31 0.26
H 0.14946 3.86714 -2.58770 -0.39 0.98 0.05
H 1.15903 5.64817 -1.24638 0.32 0.05 0.52
C -0.22679 -7.93039 0.39718 -1.19 1.06 0.65
C 0.66479 -8.17231 -0.62396 1.31 -2.67 1.42
C 0.93325 -7.24492 -1.57547 1.35 1.10 -1.45
C 0.25983 -6.02492 -1.56599 -0.58 -0.88 1.15
C -0.65596 -5.73798 -0.53518 -0.35 2.05 -0.45
C -0.91818 -6.67469 0.44491 0.92 -2.11 -0.46
N 0.49457 -5.10367 -2.67249 0.12 -0.38 1.31
O 0.86545 -5.59900 -3.69340 0.37 -0.16 -1.32
O 0.33492 -3.91565 -2.47975 -0.28 0.78 0.10
H -0.39379 -8.67025 1.20364 0.08 0.52 -0.69
H 1.28866 -9.14029 -0.58218 -1.12 1.66 -0.22
H 1.81701 -7.41103 -2.23236 -1.17 0.21 0.18
H -1.13017 -4.69910 -0.48606 0.59 -1.68 -0.24
H -1.68153 -6.58857 1.19765 0.02 0.61 0.20
C 5.13677 -0.70981 -0.36309 0.39 0.26 0.87
C 6.09242 -1.51068 0.24127 -0.78 -0.46 -0.46
C 5.99231 -2.90433 0.15942 0.51 1.02 -0.01
C 4.91912 -3.43633 -0.53329 -0.67 -0.32 0.69
C 3.92514 -2.64519 -1.10107 -0.78 -1.42 -0.19
C 4.04968 -1.29354 -1.03035 1.47 1.13 0.52
N 4.64081 -4.89361 -0.43034 2.10 -0.78 1.27
O 3.56960 -5.35375 -0.70615 -1.05 0.33 -0.69
O 5.55006 -5.58507 0.04528 -0.44 0.78 -0.60
H 5.26205 0.36973 -0.13784 -0.49 -0.71 -0.73
H 6.88209 -1.06375 0.81469 0.29 0.06 0.06
H 6.80815 -3.40780 0.65509 -0.42 -0.84 -0.15
H 3.01722 -3.13852 -1.50958 0.85 0.44 0.13
H 3.38074 -0.62845 -1.48438 -1.26 0.58 -0.60
C -0.97912 4.05580 5.36999 0.42 0.14 -1.12
C -0.52216 5.48749 5.08192 2.27 0.05 -0.09
O 0.64539 5.76798 4.73261 -2.65 -0.83 0.74
C -1.53748 6.57916 5.29049 0.28 0.11 0.08
H -0.96931 3.88178 6.44276 -0.57 0.19 0.18
H -0.27087 3.31225 4.97060 -0.17 0.44 -0.13
H -1.96570 3.91392 4.87853 0.44 -0.12 0.72
H -1.89657 6.64930 6.33424 0.51 -0.03 -0.32
H -2.43652 6.36466 4.72970 -0.23 -0.05 -0.40
H -1.06334 7.49841 4.93778 -0.36 0.04 0.29
C -7.28253 0.21697 0.45718 0.16 -0.89 -1.29
C -7.30945 1.19423 1.56286 -0.02 -0.11 0.78
O -6.35318 1.17333 2.30422 0.06 0.89 0.60
C -8.54969 2.07363 1.81770 2.38 0.30 0.79
H -7.43321 0.68792 -0.51519 -0.40 -0.02 -0.07
H -7.98954 -0.60824 0.59818 -0.34 0.40 -0.06
H -6.31200 -0.28371 0.40739 0.05 0.30 0.23
H -8.78906 1.93274 2.86928 -0.36 -0.16 -0.02
H -9.31364 1.81107 1.15074 -1.29 -0.19 -0.74
H -8.26930 3.13991 1.74404 -0.10 -0.44 -0.25
C -3.32853 0.01426 3.42813 0.59 0.95 -1.89
C -4.38986 -0.43991 4.33464 0.16 0.07 1.49
O -4.96884 -1.45402 4.09062 -1.19 -1.89 -0.91
C -4.69402 0.17592 5.69225 0.79 0.18 -0.30
H -2.74821 0.82964 3.81786 0.36 0.34 0.28
H -3.71562 0.38946 2.44433 -0.23 -0.20 0.93
H -2.67363 -0.81008 3.10775 -0.24 0.29 0.58
H -3.76430 0.25857 6.28671 -0.53 -0.09 -0.27
H -5.42771 -0.47060 6.16993 0.18 0.09 0.10
H -5.09750 1.16265 5.56860 -0.25 0.68 -0.05
C 0.95403 0.45932 1.05590 0.43 0.14 0.23
C -0.05082 0.95187 2.10197 -0.39 1.22 -1.45
O -0.96011 1.70163 1.76064 0.78 -0.62 0.59
C 0.07974 0.36339 3.46354 -0.03 0.39 -0.55
H 2.00374 0.63150 1.37285 -0.55 -0.24 0.16
H 0.87261 0.96170 0.07623 -0.44 -0.31 0.47
H 0.78165 -0.62832 0.99705 0.25 0.27 -0.31
H -0.55769 0.84399 4.17520 -0.42 0.37 0.32
H 1.09715 0.38717 3.82650 0.28 -0.32 -0.12
H -0.30101 -0.63041 3.29066 0.17 -0.85 0.42
C -2.98471 -4.32230 3.84936 -0.02 1.23 3.71
C -2.59848 -3.29693 2.84498 -1.62 -2.27 -1.15
O -1.60687 -2.63982 2.91806 1.04 1.17 0.01
C -3.64630 -3.23658 1.72025 0.71 0.44 1.01
H -2.15403 -4.73757 4.46467 -0.31 0.43 -0.68
H -3.60292 -5.10447 3.51883 -0.66 -1.01 -0.93
H -3.66973 -3.79651 4.64243 1.17 -0.59 -1.35
H -3.36427 -2.51248 0.99144 -0.04 0.81 -0.40
H -4.52528 -2.95487 2.29746 -0.42 0.23 -0.45
H -3.83566 -4.15970 1.19017 0.14 -0.52 0.26
C 4.26600 2.47277 -2.95519 -1.83 0.50 -0.67
C 3.50381 2.91036 -1.72718 -4.25 0.66 1.17
O 2.23687 3.02644 -1.70664 3.61 -0.54 -0.66
C 4.22221 3.36663 -0.45989 0.45 -1.15 -2.10
H 4.39500 3.43067 -3.47741 0.29 -0.14 -0.13
H 3.66191 1.83798 -3.64670 0.36 0.50 0.87
H 5.20818 2.02133 -2.80655 1.12 -0.38 0.49
H 5.06380 3.89469 -0.87257 0.64 0.69 0.38
H 4.65249 2.43379 -0.08356 -0.13 0.25 0.73
H 3.59342 3.96243 0.18718 -0.02 -0.25 0.18
```
Forces are in eV/Å.

As for the charge: 0. For the HOMO energy, the calculation gives -9.0918 eV. As for the spin multiplicity: 1. The value obtained for the orbital gap is 8.079 eV.

Atomic partial charges in e from the Löwdin method, atoms 1 to 6:
1 C -0.09
2 C -0.06
3 C -0.02
4 C -0.19
5 C 0.02
6 C -0.03